Here is C31H41N3O3SSe2Si2Ta as an isolated structure in a non-equilibrium geometry from OMol25. Energies are from ωB97M-V/def2-TZVPD.

Properties
Highest occupied orbital energy   -9.7 eV
Strongest force on any atom   0.0696 Eh/bohr
Energy relative to the best compared isomer or geometry (same formula, charge and spin)   117.07 kJ/mol
HOMO-LUMO gap   5.1 eV

Structure (ORCA input):
```
! RIJCOSX wB97M-V def2-TZVPD def2/J DEFGRID3
* xyz 1 1
Ta -0.27214 -1.32034 -1.18612
O -5.88778 -0.74990 -2.20316
C -5.22290 0.17108 -2.97228
C -5.93800 0.72116 -4.05263
C -5.26657 1.51162 -4.96847
C -3.94650 1.87228 -4.72019
C -3.29384 1.33731 -3.64265
C -3.82530 0.41207 -2.82338
C -2.90625 -0.42989 -1.99627
O -1.62047 -0.17498 -2.12881
N -3.33378 -1.28764 -1.11989
N -2.26707 -2.07699 -0.75276
C -2.49262 -3.14417 0.03332
C -1.71951 -4.30491 0.05156
C -2.08105 -5.40161 0.85327
C -1.29090 -6.54899 0.86930
C -0.14614 -6.57046 0.08277
C 0.26227 -5.48505 -0.65716
C -0.45940 -4.32974 -0.60325
O -0.05220 -3.26958 -1.29249
H -5.14094 -1.14837 -1.65918
H -7.00301 0.50778 -4.12396
H -5.80088 1.86698 -5.86522
H -3.43357 2.56709 -5.37439
H -2.25945 1.69416 -3.48285
H -3.37201 -3.10607 0.66982
H -3.03429 -5.38036 1.39818
H -1.64060 -7.47093 1.41560
H 0.48478 -7.46229 0.07481
H 1.11994 -5.58618 -1.37543
C -0.68672 4.22476 3.78883
Se 0.34424 3.55325 2.27843
C 0.25431 5.09362 1.10961
C -1.13978 5.44983 0.64571
Se -2.08238 4.01025 -0.31203
C -0.98548 3.85009 -1.94503
H -1.51468 3.48906 4.01544
H -1.09168 5.20908 3.52567
H 0.03524 4.33391 4.62068
H 0.88863 4.76506 0.28435
H 0.80605 5.98157 1.57721
H -1.10438 6.30691 -0.04386
H -1.80197 5.70174 1.52735
H -1.69366 3.97421 -2.80339
H -0.57468 2.84864 -2.04716
H -0.20830 4.57713 -1.90117
C 2.38109 -1.57003 5.60325
Si 0.97776 -1.28475 4.33271
C -0.20783 -2.69660 4.42434
C 0.09671 0.38385 4.63200
C 1.79417 -1.39604 2.66621
C 3.17522 -1.56176 2.54572
C 3.76776 -1.80575 1.26744
C 2.96262 -1.93170 0.16716
N 1.62445 -1.66166 0.26385
C 1.08421 -1.25197 1.43426
S -0.53552 -0.66695 1.25464
H 2.00333 -1.75097 6.61936
H 3.10920 -0.71051 5.65620
H 3.01780 -2.41988 5.20830
H -1.04863 -2.45840 5.08062
H 0.26258 -3.59064 4.87839
H -0.61361 -2.99685 3.45125
H -0.07377 0.44427 5.73847
H -0.94412 0.41816 4.24734
H 0.64109 1.27516 4.28279
H 3.79733 -1.46219 3.40571
H 4.86885 -1.94933 1.20542
H 3.25607 -2.10662 -0.85211
C 3.30115 2.65359 -3.94087
Si 3.66650 1.33592 -2.60641
C 5.05457 0.30719 -3.31869
C 3.95989 2.04706 -0.89101
C 2.08303 0.35389 -2.55020
C 1.07935 -0.32497 -2.37419
H 4.19308 3.05941 -4.43315
H 2.71083 3.54012 -3.58535
H 2.69006 2.23199 -4.71842
H 5.89684 0.92599 -3.59455
H 4.78993 -0.30313 -4.21264
H 5.42870 -0.35314 -2.54743
H 4.50736 2.96994 -0.87797
H 4.56769 1.33843 -0.35035
H 3.06971 2.18663 -0.28081
*
```

Löwdin population analysis, charges in e, atoms 1 to 2: atom 1 (Ta): 1.7210, atom 2 (O): 0.0510